# C7H13N

An isolated molecule of C7H13N in a non-equilibrium geometry (ωB97M-V/def2-TZVPD, the OMol25 dataset).

Calculated values
net charge = 0
energy relative to the best compared isomer or geometry (same formula, charge and spin) = 133.54 kcal/mol
HOMO energy (alpha / beta) = -6.824 / -6.811 eV
LUMO (alpha / beta) = 0.85 / 0.85 eV
orbital gap (alpha / beta) = 7.7 / 7.7 eV
structure (SMILES) = CC1(C)C[C@@]2(C)CN12

```
21
C7H13N (ωB97M-V/def2-TZVPD)
N -0.391 1.075 0.562
C -0.921 0.005 -0.250
C 1.109 0.729 0.045
C 0.586 0.779 1.500
C 2.480 0.160 0.217
C 0.397 0.106 -1.135
C -2.179 0.450 -0.991
C -1.119 -1.361 0.410
H -2.065 1.451 -1.419
H 2.476 -0.830 0.687
H 0.528 -0.138 2.085
H 0.812 -0.824 -1.539
H 2.993 0.063 -0.746
H -1.827 -1.291 1.243
H 0.245 0.820 -1.952
H -2.413 -0.239 -1.809
H 3.102 0.827 0.828
H -3.040 0.473 -0.315
H -1.521 -2.080 -0.312
H -0.186 -1.791 0.786
H 0.935 1.616 2.104
```

# C7H13N

An isolated molecule of C7H13N in a non-equilibrium geometry (ωB97M-V/def2-TZVPD, the OMol25 dataset).

Calculated values
net charge = 0
energy relative to the best compared isomer or geometry (same formula, charge and spin) = 150.92 kcal/mol
HOMO energy = -6.197 eV
LUMO = -1.17 eV
orbital gap = 5.0 eV

```
21
C7H13N (ωB97M-V/def2-TZVPD)
N 0.058 -1.214 -2.230
C 0.316 -0.793 -0.893
C -0.778 -0.313 -0.136
C 1.761 1.270 1.146
C 1.558 -0.762 -0.328
C -2.975 0.712 0.694
C 1.957 -0.264 1.026
C -2.127 0.029 -0.429
H -1.980 1.140 -0.539
H 3.013 -0.543 1.028
H 1.540 -0.764 1.898
H 2.727 1.757 0.973
H -3.355 1.711 0.515
H 0.925 -1.638 -2.556
H 1.452 1.648 2.118
H -3.689 -0.039 1.028
H -2.565 -0.514 -1.282
H 1.143 1.687 0.355
H -0.721 -1.839 -2.326
H -0.568 -0.035 0.892
H 2.309 -1.237 -0.955
```

# C7H13N

A cluster of 2 separate species, C7H13N in total in a non-equilibrium geometry (ωB97M-V/def2-TZVPD, the OMol25 dataset).

Calculated values
net charge = 0
energy relative to the best compared isomer or geometry (same formula, charge and spin) = 186.48 kcal/mol
HOMO energy = -7.292 eV
LUMO = -1.85 eV
orbital gap = 5.4 eV

```
21
C7H13N (ωB97M-V/def2-TZVPD)
N 2.285 1.010 -1.277
C -1.343 -1.520 0.432
C -1.674 2.229 1.502
C -1.838 0.957 1.061
C 0.080 -1.945 -0.055
C -1.402 -0.262 1.267
C 0.863 -0.939 -0.920
C 1.516 0.277 -0.231
H 0.157 -0.494 -1.640
H 0.694 0.911 0.157
H 1.837 0.956 -2.188
H -2.121 3.142 1.157
H 0.101 -2.929 -0.520
H -1.659 -2.348 1.068
H 2.301 0.033 0.492
H 0.674 -1.988 0.867
H -1.038 2.405 2.371
H -2.014 -1.400 -0.456
H 2.197 1.993 -1.037
H 1.719 -1.425 -1.402
H -1.334 1.335 -0.648
```

# C7H13N2

The ion C7H13N2 with charge +1 in a non-equilibrium geometry (ωB97M-V/def2-TZVPD, the OMol25 dataset).

Calculated values
net charge = +1
energy relative to the best compared isomer or geometry (same formula, charge and spin) = 73.86 kcal/mol
HOMO energy (alpha / beta) = -11.455 / -11.455 eV
LUMO (alpha / beta) = -5.17 / -5.17 eV
orbital gap (alpha / beta) = 6.3 / 6.3 eV
structure (SMILES) = C=[NH+]C[C@@H]1CCC=CN1

```
22
C7H13N2 (ωB97M-V/def2-TZVPD)
N 2.235 -0.378 -0.346
N -0.497 1.074 0.840
C -0.057 -0.275 0.921
C -1.546 1.441 -0.024
C -2.110 -0.890 -0.288
C -2.443 0.579 -0.559
C -0.576 -1.015 -0.241
C 1.629 -0.492 0.935
C 2.507 0.807 -0.795
H 1.785 -1.520 1.281
H 2.051 0.269 1.630
H -3.167 0.943 -1.226
H 2.456 -1.148 -0.957
H -2.590 -1.218 0.621
H -0.209 -2.089 -0.316
H -0.050 1.856 1.386
H -0.106 -0.487 -1.198
H -1.613 2.434 -0.289
H 2.780 0.780 -1.920
H -2.600 -1.523 -1.044
H -0.112 -0.891 1.907
H 2.232 1.742 -0.321
```

# C7H13N2

The ion C7H13N2 with charge +1 in a non-equilibrium geometry (ωB97M-V/def2-TZVPD, the OMol25 dataset).

Calculated values
net charge = +1
energy relative to the best compared isomer or geometry (same formula, charge and spin) = 80.41 kcal/mol
<S²> = 2.01
HOMO energy (alpha / beta) = -9.941 / -14.970 eV
LUMO (alpha / beta) = -2.68 / -7.04 eV
orbital gap (alpha / beta) = 7.3 / 7.9 eV
multiplicity = 3

```
22
C7H13N2 (ωB97M-V/def2-TZVPD)
N -0.664 0.388 0.319
N -1.052 -1.641 -0.975
C -0.195 1.002 -0.949
C 1.148 0.180 -0.886
C -1.433 -2.844 -1.023
C 0.629 -0.338 0.492
C -0.262 2.491 -0.505
C 1.326 -0.117 1.826
C -0.656 -1.085 0.308
H 0.260 3.268 -1.146
H -0.944 0.801 -1.766
H 1.006 0.841 2.294
H 1.214 -0.610 -1.546
H -1.175 0.849 1.004
H -0.730 -1.462 1.287
H -1.230 2.844 -0.377
H -1.621 -3.506 -0.166
H 2.053 0.785 -0.910
H -1.519 -3.368 -2.029
H 0.363 2.587 0.487
H 2.366 -0.173 1.722
H 1.117 -0.890 2.538
```

# C7H13N2O

The ion C7H13N2O with charge +1 in a non-equilibrium geometry (ωB97M-V/def2-TZVPD, the OMol25 dataset).

Calculated values
net charge = +1
energy relative to the best compared isomer or geometry (same formula, charge and spin) = 115.23 kcal/mol
HOMO energy = -14.666 eV
LUMO = -5.00 eV
orbital gap = 9.7 eV
structure (SMILES) = CCCC[n+]1nc(C)co1

```
23
C7H13N2O (ωB97M-V/def2-TZVPD)
O 1.446 -1.484 -0.896
N 0.794 -1.087 0.353
N 1.427 -0.105 0.774
C 3.251 1.534 0.098
C -3.035 0.996 -0.554
C -0.426 -1.596 0.784
C -1.857 0.510 0.397
C -1.555 -1.007 0.095
C 2.419 -0.640 -1.021
C 2.431 0.244 0.027
H 3.333 1.588 1.273
H -2.971 2.100 -0.444
H 4.087 1.563 -0.524
H 3.105 -0.782 -1.842
H -2.666 0.767 -1.500
H -0.946 1.079 0.237
H -2.215 0.537 1.437
H -2.457 -1.627 0.441
H -3.961 0.390 -0.401
H 2.448 2.337 -0.152
H -0.466 -2.671 0.599
H -0.553 -1.341 1.832
H -1.633 -1.306 -1.016
```

# C7H13N2O

The ion C7H13N2O with charge +1 in a non-equilibrium geometry (ωB97M-V/def2-TZVPD, the OMol25 dataset).

Calculated values
net charge = +1
energy relative to the best compared isomer or geometry (same formula, charge and spin) = 75.39 kcal/mol
HOMO energy = -13.942 eV
LUMO = -2.80 eV
orbital gap = 11.1 eV
structure (SMILES) = C[NH2+][C@@]1(OC)C=CCC=N1

```
23
C7H13N2O (ωB97M-V/def2-TZVPD)
O 0.099 1.277 1.336
N -0.380 -1.036 0.800
N 1.781 -0.177 0.739
C 0.226 0.719 -0.969
C -1.700 -0.841 -1.225
C 0.289 0.271 0.430
C -1.169 1.789 1.675
C 2.384 -0.987 -0.300
C -0.726 0.221 -1.762
C -1.360 -1.410 0.071
H 2.452 -0.259 -1.134
H -1.812 -1.622 -1.963
H 3.319 -1.367 0.062
H 1.783 -1.888 -0.461
H 0.752 1.591 -1.445
H -2.770 -0.491 -1.263
H -0.922 0.559 -2.752
H 1.755 -0.612 1.594
H 2.277 0.805 1.017
H -0.827 2.844 1.833
H -1.933 -2.360 0.328
H -1.774 1.675 0.794
H -1.743 1.301 2.595
```

# C7H13N2O2S

The ion C7H13N2O2S with charge +1 in a non-equilibrium geometry (ωB97M-V/def2-TZVPD, the OMol25 dataset).

Calculated values
net charge = +1
energy relative to the best compared isomer or geometry (same formula, charge and spin) = 105.32 kcal/mol
HOMO energy (alpha / beta) = -12.841 / -12.842 eV
LUMO (alpha / beta) = -4.49 / -4.49 eV
orbital gap (alpha / beta) = 8.4 / 8.4 eV
structure (SMILES) = O=[S@]12=CCCCNC(=[NH+]CC1)O2

```
25
C7H13N2O2S (ωB97M-V/def2-TZVPD)
S 0.391 0.606 1.433
O -0.048 0.968 2.737
O -1.413 0.638 0.644
N -0.914 1.812 -1.244
N -1.154 -0.478 -1.301
C 0.891 2.120 0.460
C -1.108 -1.840 -0.670
C 0.349 -2.319 -0.476
C -1.278 0.660 -0.693
C 0.992 -2.025 0.998
C -0.325 2.735 -0.255
C 1.508 -0.662 1.293
H -0.062 3.847 -0.674
H -0.987 2.159 -2.244
H -1.677 -1.764 0.327
H 1.844 1.715 -0.143
H 2.132 -0.313 0.558
H 1.197 2.776 1.244
H 0.469 -3.402 -0.522
H -1.763 -2.539 -1.321
H -1.131 2.804 0.485
H 0.279 -2.275 1.834
H -1.007 -0.567 -2.292
H 1.857 -2.832 1.170
H 0.957 -1.823 -1.349
```

# C7H13N3O

A cluster of 2 separate species, C7H13N3O in total in a non-equilibrium geometry (ωB97M-V/def2-TZVPD, the OMol25 dataset).

Calculated values
net charge = 0
energy relative to the best compared isomer or geometry (same formula, charge and spin) = 54.57 kcal/mol
HOMO energy = -8.647 eV
LUMO = 0.79 eV
orbital gap = 9.4 eV
structure (SMILES) = Cc1c[nH]cn1.CCC(N)=O

```
24
C7H13N3O (ωB97M-V/def2-TZVPD)
O 0.527 -4.820 1.247
N -0.023 -3.315 -0.325
N -0.351 1.422 -1.455
N 0.343 3.066 -2.901
C -0.290 3.664 -1.817
C -0.712 2.680 -0.945
C -1.076 2.583 0.452
C 1.071 -2.423 1.709
C 0.621 -3.698 0.848
C -0.108 -1.813 2.484
C 0.361 1.629 -2.539
H 1.891 -2.701 2.204
H -0.620 -4.061 -0.805
H 0.608 3.320 -3.749
H -0.156 4.705 -1.589
H -0.894 -2.513 2.853
H -1.086 1.627 0.867
H 0.516 -2.675 -0.823
H 0.482 1.008 -3.313
H 0.389 -1.264 3.287
H -0.522 -1.090 1.843
H 1.463 -1.699 0.961
H -0.355 3.267 0.952
H -2.081 3.101 0.556
```

# C7H13N3O

A cluster of 2 separate species, C7H13N3O in total in a non-equilibrium geometry (ωB97M-V/def2-TZVPD, the OMol25 dataset).

Calculated values
net charge = +2
energy relative to the best compared isomer or geometry (same formula, charge and spin) = 109.93 kcal/mol
HOMO energy (alpha / beta) = -16.270 / -16.269 eV
LUMO (alpha / beta) = -8.11 / -8.11 eV
orbital gap (alpha / beta) = 8.2 / 8.2 eV

```
24
C7H13N3O (ωB97M-V/def2-TZVPD)
O 3.831 -0.495 -1.653
N 2.073 0.286 -0.405
N 2.234 1.195 1.704
N -1.627 1.885 -0.741
C -0.774 -0.410 -0.794
C -2.336 -1.841 0.247
C 3.458 -0.057 -0.629
C 1.575 0.721 0.689
C -2.351 -2.961 0.848
C -2.258 -0.620 -0.242
C -1.296 0.642 0.022
H 1.732 1.424 2.606
H -3.074 -0.070 -0.841
H -1.247 2.743 -0.124
H -0.125 -1.219 -0.273
H -2.160 -4.009 0.654
H -2.628 2.015 -0.810
H 4.159 0.289 0.165
H -1.289 1.815 -1.646
H -0.356 -0.340 -1.864
H 3.186 1.208 1.777
H 1.472 -0.049 -1.197
H 0.352 0.683 0.603
H -2.551 -2.833 1.903
```

# C7H13N3O4S

An isolated molecule of C7H13N3O4S in a non-equilibrium geometry (ωB97M-V/def2-TZVPD, the OMol25 dataset).

Calculated values
net charge = 0
energy relative to the best compared isomer or geometry (same formula, charge and spin) = 8.80 kcal/mol
HOMO energy = -9.739 eV
LUMO = 0.33 eV
orbital gap = 10.1 eV
structure (SMILES) = NC(=O)C[C@H](NC(=O)[C@@H](N)CS)C(=O)O

```
28
C7H13N3O4S (ωB97M-V/def2-TZVPD)
S -5.075 -0.272 -0.182
O 2.655 2.254 0.620
O 1.134 2.085 -0.878
O 4.027 -2.297 -0.637
O -0.717 0.225 -1.417
N -2.408 -0.595 1.673
N 4.418 -0.291 0.345
N 0.039 0.085 0.776
C 3.603 -1.257 -0.140
C 1.779 1.564 0.093
C -0.903 -0.030 -0.212
C -3.340 0.260 -0.457
C -2.222 -0.546 0.240
C 1.495 0.217 0.572
C 2.057 -1.005 -0.235
H -5.050 -1.249 -1.093
H 1.560 -1.891 0.257
H -3.160 -1.211 1.952
H 1.910 -0.956 -1.358
H 1.980 0.106 1.562
H 4.002 0.627 0.499
H -3.090 0.376 -1.537
H -2.761 0.352 1.908
H -3.327 1.258 -0.073
H -2.347 -1.546 -0.132
H -0.361 -0.341 1.675
H 5.465 -0.383 0.234
H 0.444 1.452 -1.196
```

# C7H13N3OS2

An isolated molecule of C7H13N3OS2 in a non-equilibrium geometry (ωB97M-V/def2-TZVPD, the OMol25 dataset).

Calculated values
net charge = 0
energy relative to the best compared isomer or geometry (same formula, charge and spin) = 12.79 kcal/mol
HOMO energy = -8.145 eV
LUMO = 0.27 eV
orbital gap = 8.4 eV
structure (SMILES) = CC[C@H]1C(C)=C(N)SN1OC(N)=S

```
26
C7H13N3OS2 (ωB97M-V/def2-TZVPD)
S -2.252 2.070 -0.221
S -0.129 -1.711 1.190
O -1.650 0.260 1.561
N -0.291 -0.051 1.604
N -0.733 -2.375 -1.363
N -3.088 -0.544 0.074
C -2.300 0.516 0.364
C -0.058 -0.029 -0.799
C 2.460 0.781 2.023
C 1.926 0.550 0.596
C -0.203 -1.325 -0.582
C 0.192 0.699 -2.124
C 0.379 0.602 0.483
H 2.147 -0.480 0.272
H 1.327 1.138 -2.043
H 2.202 1.803 2.252
H -0.368 -3.289 -1.025
H -3.971 -0.611 -0.386
H 2.147 0.136 2.755
H -0.491 1.638 -2.083
H 3.496 0.611 2.001
H -2.619 -1.386 0.350
H 0.048 0.169 -2.998
H -0.728 -2.127 -2.372
H 2.291 1.199 -0.181
H 0.265 1.755 0.651
```